# 1
A 2-piece molecular cluster, C5H9O3 overall at a distorted geometry. Source: the OMol25 dataset; level of theory: ωB97M-V/def2-TZVPD.

Geometry as ORCA input:
```
! RIJCOSX wB97M-V def2-TZVPD def2/J DEFGRID3
* xyz -1 1
O 0.25 -2.38 0.14
C -0.42 -1.36 0.43
O -1.14 -1.19 1.44
C -0.51 -0.30 -0.69
C -0.60 1.15 -0.23
C 0.17 2.19 -1.04
C 1.43 1.96 -1.38
H -1.30 -0.61 -1.39
H 0.39 -0.46 -1.29
H -0.38 1.14 0.84
H -1.66 1.40 -0.30
H -0.29 3.15 -1.24
H 1.98 1.03 -1.34
H 1.95 2.82 -1.79
H 0.40 -3.18 2.07
H -0.45 -2.32 2.77
O 0.19 -3.04 3.02
*
```

## Properties
molar mass	117.124	g/mol
max |F|	0.047	Eh/bohr
ΔE to the lowest compared entry with this formula, charge and spin	13.4	kcal per mole
lowest unoccupied orbital energy	3.66	eV

# 2
C5H9O5Sm as an isolated structure at a distorted geometry. Source: the OMol25 dataset; level of theory: ωB97M-V/def2-TZVPD.

Geometry as ORCA input:
```
! RIJCOSX wB97M-V def2-TZVPD def2/J DEFGRID3
* xyz 1 7
C -0.60 -3.63 -1.71
C -0.86 -2.24 -1.15
O 0.13 -1.81 -0.25
Sm 1.90 -2.72 0.92
H -1.39 -3.92 -2.42
H 0.36 -3.65 -2.24
H -0.58 -4.37 -0.90
H -1.85 -2.24 -0.64
H -0.95 -1.52 -1.99
C -0.22 2.00 0.56
C 1.21 1.70 1.03
O 1.69 2.94 1.55
C 0.84 3.93 1.27
O -0.24 3.48 0.66
O 1.07 5.09 1.50
O -1.16 1.46 1.38
H -0.40 1.79 -0.50
H 1.87 1.39 0.21
H 1.21 0.95 1.83
H -2.04 1.34 0.90
*
```

## Properties
molar mass	299.482	g/mol
max |F|	0.060	Eh/bohr
<S²>	12.01
ΔE to the lowest compared entry with this formula, charge and spin	0.0	kcal per mole
lowest unoccupied orbital energy (spin up / spin down)	-5.85 / -5.74	eV

# 3
A 2-piece molecular cluster, C5H9OP overall at a distorted geometry. Source: the OMol25 dataset; level of theory: ωB97M-V/def2-TZVPD.

Geometry as ORCA input:
```
! RIJCOSX wB97M-V def2-TZVPD def2/J DEFGRID3
* xyz 0 1
C -2.73 -0.74 -1.55
P -2.21 -0.03 -2.94
C -0.61 0.58 -2.18
O -0.49 1.48 -1.42
H -2.61 -1.79 -1.25
H -3.40 -0.12 -0.91
H -1.65 -0.97 -3.64
C 0.47 -1.03 2.79
C 0.35 -0.17 1.80
C 0.44 1.23 1.92
H 0.44 -0.66 3.79
H 0.17 -2.03 2.83
H 0.31 -0.51 0.82
H -0.64 1.57 1.70
H 0.97 1.65 1.09
H 0.89 1.59 2.81
*
```

## Properties
molar mass	116.100	g/mol
max |F|	0.109	Eh/bohr
ΔE to the lowest compared entry with this formula, charge and spin	106.9	kcal per mole
lowest unoccupied orbital energy (spin up / spin down)	-0.86 / -0.83	eV
structure (SMILES)	C=[PH]=C=O.C=CC

# 4
C5H9OP as an isolated structure at a distorted geometry. Source: the OMol25 dataset; level of theory: ωB97M-V/def2-TZVPD.

Geometry as ORCA input:
```
! RIJCOSX wB97M-V def2-TZVPD def2/J DEFGRID3
* xyz 0 1
C 0.45 -0.79 1.22
C 1.49 0.72 -0.45
C -0.75 0.11 1.41
C 0.79 -0.63 -0.30
C 0.07 0.61 -0.68
O -0.75 1.13 0.37
P -1.53 0.64 -2.51
H 1.25 -0.41 1.82
H 0.19 -1.74 1.51
H 1.94 1.17 0.31
H 2.07 0.71 -1.34
H -1.71 -0.44 1.05
H -0.73 0.60 2.37
H 1.11 -1.49 -0.91
H -2.58 0.56 -1.62
H -1.33 -0.76 -2.24
*
```

## Properties
molar mass	116.100	g/mol
max |F|	0.110	Eh/bohr
ΔE to the lowest compared entry with this formula, charge and spin	98.5	kcal per mole
lowest unoccupied orbital energy	0.28	eV

# 5
A 2-piece molecular cluster, C5H9OP overall at a distorted geometry. Source: the OMol25 dataset; level of theory: ωB97M-V/def2-TZVPD.

Geometry as ORCA input:
```
! RIJCOSX wB97M-V def2-TZVPD def2/J DEFGRID3
* xyz 0 1
C 0.88 1.35 0.91
C -0.39 1.44 1.31
C 1.28 1.06 -0.50
C -0.09 0.94 -1.25
C -1.41 -2.32 0.33
O -2.70 1.15 -0.22
P -1.32 0.59 0.03
H 1.71 1.79 1.57
H -0.98 1.88 2.16
H 1.81 1.93 -0.96
H 1.98 0.19 -0.61
H -0.32 1.96 -1.48
H 0.03 0.42 -2.20
H -0.33 -2.44 -0.02
H -1.58 -2.18 1.43
H -2.31 -2.25 -0.34
*
```

## Properties
molar mass	116.100	g/mol
max |F|	0.080	Eh/bohr
ΔE to the lowest compared entry with this formula, charge and spin	71.0	kcal per mole
lowest unoccupied orbital energy (spin up / spin down)	0.02 / -0.53	eV

# 6
One molecule with the formula C5H9P3S at a distorted geometry. Source: the OMol25 dataset; level of theory: ωB97M-V/def2-TZVPD.

Geometry as ORCA input:
```
! RIJCOSX wB97M-V def2-TZVPD def2/J DEFGRID3
* xyz 0 3
C -0.25 -0.48 -0.62
C 0.59 -0.59 0.48
C -0.82 0.71 -0.77
C 0.79 0.59 1.18
C -1.46 1.36 -1.93
P -0.49 -2.06 -1.53
P 1.23 -2.20 0.92
P 1.72 1.06 2.71
S -0.26 1.81 0.47
H -1.27 0.64 -2.84
H -2.60 1.51 -1.66
H -1.02 2.25 -2.14
H -1.77 -1.85 -1.87
H -0.97 -2.75 -0.32
H 1.70 -1.85 2.13
H 2.33 -2.19 0.11
H 0.50 1.60 3.44
H 2.06 2.43 2.23
*
```

## Properties
molar mass	194.116	g/mol
max |F|	0.101	Eh/bohr
<S²>	2.02
lowest unoccupied orbital energy (spin up / spin down)	0.68 / -2.52	eV

# 7
A 2-piece molecular cluster, C5HB3F13IO6P overall at a distorted geometry. Source: the OMol25 dataset; level of theory: ωB97M-V/def2-TZVPD.

Geometry as ORCA input:
```
! RIJCOSX wB97M-V def2-TZVPD def2/J DEFGRID3
* xyz -1 1
O -0.62 1.73 -0.02
C -1.63 0.92 -0.43
O -2.98 1.22 0.06
C -1.28 -0.39 -1.42
F -2.33 -0.35 -2.50
F 0.09 -0.15 -1.93
C -1.44 -1.72 -0.47
F -0.82 -1.35 0.86
F -2.91 -1.88 -0.19
C -0.81 -3.10 -1.08
F -1.89 -4.15 -1.08
F -0.34 -3.00 -2.48
C 0.32 -3.63 -0.01
O -0.16 -4.27 1.09
B 1.95 -3.42 -0.12
O 2.71 -3.08 1.11
B 3.37 -1.75 0.87
F 3.29 -0.61 1.87
O 4.16 -1.58 -0.39
B 3.44 -2.22 -1.53
I 3.47 -1.25 -3.50
O 2.72 -3.52 -1.39
H -2.95 1.41 1.06
F -1.12 5.96 0.37
P -0.77 5.16 1.66
F 0.24 4.68 0.57
F -1.08 6.46 2.47
F 0.45 5.39 2.60
F -0.81 3.69 2.17
F -2.28 4.79 1.77
*
```

## Properties
molar mass	594.345	g/mol
max |F|	0.189	Eh/bohr
lowest unoccupied orbital energy	-0.76	eV

# 8
A 9-piece molecular cluster, C60H100N11O2 overall at a distorted geometry. Source: the OMol25 dataset; level of theory: ωB97M-V/def2-TZVPD.

Geometry as ORCA input:
```
! RIJCOSX wB97M-V def2-TZVPD def2/J DEFGRID3
* xyz 1 1
C -1.09 3.24 7.13
C -0.27 2.07 6.58
C -1.10 1.26 5.58
C -0.30 0.16 4.87
C 0.90 0.65 4.09
C 0.56 1.66 2.99
C -0.16 0.99 1.84
N 0.70 0.06 1.08
N 2.01 0.27 1.16
C 2.80 -0.49 0.46
C 4.27 -0.15 0.56
C 4.55 1.37 0.46
C 4.46 2.13 1.77
O 3.73 2.01 -0.51
C 2.37 -1.57 -0.36
C 3.35 -2.41 -1.11
C 3.62 -1.93 -2.58
C 3.74 -3.17 -3.48
C 2.55 -1.02 -3.16
C 0.99 -1.78 -0.42
C 0.35 -2.87 -1.22
C -0.26 -3.91 -0.29
O 0.22 -4.11 0.80
N -1.39 -4.57 -0.79
C -2.19 -5.18 0.28
C -1.00 -5.62 -1.75
C 0.18 -0.90 0.32
C -1.30 -1.03 0.26
C -1.97 -0.56 -0.87
C -3.36 -0.68 -0.94
C -4.06 -1.27 0.11
C -3.39 -1.75 1.23
C -2.01 -1.63 1.30
H -1.70 3.67 6.34
H -1.77 2.90 7.91
H -0.45 4.01 7.55
H 0.62 2.42 6.07
H 0.03 1.38 7.36
H -1.60 1.93 4.87
H -1.91 0.76 6.12
H 0.01 -0.55 5.64
H -1.02 -0.39 4.25
H 1.61 1.09 4.79
H 1.44 -0.20 3.66
H -0.10 2.40 3.44
H 1.43 2.21 2.65
H -0.54 1.73 1.13
H -1.00 0.45 2.26
H 4.66 -0.52 1.51
H 4.83 -0.62 -0.23
H 5.58 1.44 0.11
H 4.72 1.48 2.60
H 5.18 2.95 1.74
H 3.47 2.54 1.90
H 3.74 1.49 -1.32
H 2.96 -3.42 -1.13
H 4.28 -2.43 -0.57
H 4.55 -1.37 -2.59
H 4.67 -3.69 -3.30
H 2.90 -3.83 -3.30
H 3.72 -2.87 -4.52
H 2.90 -0.68 -4.14
H 1.60 -1.52 -3.34
H 2.37 -0.11 -2.58
H 1.12 -3.38 -1.79
H -0.39 -2.49 -1.91
H -3.19 -5.36 -0.12
H -1.78 -6.13 0.62
H -2.25 -4.52 1.14
H -0.35 -6.35 -1.28
H -0.47 -5.18 -2.60
H -1.90 -6.09 -2.13
H -1.41 -0.10 -1.67
H -3.87 -0.30 -1.80
H -5.14 -1.36 0.07
H -3.92 -2.20 2.05
H -1.50 -2.01 2.18
C 2.75 7.89 1.92
C 3.62 6.88 1.18
C 2.90 5.54 0.98
C 2.54 4.96 2.27
N 2.27 4.54 3.30
H 2.49 7.54 2.92
H 3.27 8.84 2.02
H 1.82 8.07 1.37
H 4.54 6.73 1.75
H 3.90 7.29 0.22
H 3.53 4.83 0.44
H 1.99 5.69 0.39
C 1.85 5.07 -3.71
C 0.66 6.00 -3.89
C 1.04 7.48 -3.72
C 1.57 7.79 -2.39
N 1.97 8.08 -1.36
H 2.27 5.13 -2.71
H 1.56 4.04 -3.89
H 2.64 5.32 -4.43
H -0.12 5.74 -3.18
H 0.25 5.87 -4.89
H 0.18 8.12 -3.89
H 1.81 7.74 -4.45
C 2.16 -2.85 9.01
C 1.97 -1.71 10.00
C 1.21 -0.51 9.41
C 1.93 0.06 8.27
N 2.50 0.49 7.38
H 2.75 -2.53 8.15
H 2.67 -3.68 9.48
H 1.19 -3.21 8.64
H 2.95 -1.37 10.36
H 1.42 -2.07 10.87
H 1.09 0.27 10.16
H 0.22 -0.82 9.08
C -7.24 -6.38 -3.55
C -6.28 -5.20 -3.44
C -5.02 -5.53 -2.63
C -5.35 -5.92 -1.26
N -5.62 -6.21 -0.18
H -7.61 -6.69 -2.58
H -8.09 -6.10 -4.17
H -6.75 -7.24 -4.02
H -6.80 -4.36 -2.98
H -5.98 -4.88 -4.44
H -4.36 -4.67 -2.59
H -4.48 -6.35 -3.10
C 4.38 3.03 -9.20
C 3.02 2.51 -9.66
C 1.87 3.45 -9.29
C 1.76 3.63 -7.84
N 1.67 3.79 -6.71
H 4.43 3.12 -8.12
H 5.17 2.35 -9.51
H 4.59 4.01 -9.63
H 2.84 1.52 -9.22
H 3.03 2.38 -10.74
H 0.92 3.05 -9.65
H 2.02 4.43 -9.75
C -0.44 6.64 4.28
C -1.29 6.39 3.04
C -2.42 7.41 2.87
C -3.34 7.38 4.00
N -4.05 7.35 4.89
H -1.04 6.57 5.20
H 0.36 5.91 4.35
H 0.01 7.64 4.25
H -1.72 5.39 3.09
H -0.65 6.42 2.16
H -2.98 7.21 1.96
H -2.01 8.42 2.78
C 5.82 -6.89 0.98
C 5.70 -5.85 2.09
C 5.06 -4.54 1.61
C 5.86 -3.92 0.55
N 6.48 -3.44 -0.28
H 6.47 -6.54 0.18
H 6.25 -7.82 1.37
H 4.85 -7.13 0.56
H 6.69 -5.64 2.50
H 5.10 -6.25 2.91
H 4.98 -3.84 2.44
H 4.06 -4.73 1.23
C -11.85 -4.25 -7.28
C -11.56 -5.43 -6.36
C -10.68 -5.06 -5.16
C -9.38 -4.54 -5.59
N -8.37 -4.13 -5.94
H -10.93 -3.84 -7.71
H -12.50 -4.55 -8.10
H -12.35 -3.45 -6.73
H -11.07 -6.22 -6.94
H -12.50 -5.85 -5.99
H -10.51 -5.93 -4.53
H -11.18 -4.30 -4.55
*
```

## Properties
molar mass	1007.535	g/mol
max |F|	0.020	Eh/bohr
lowest unoccupied orbital energy	-3.16	eV